ORCA calculation (the ωB97M-V functional and the def2-TZVPD basis) on the ion C16H10ClF2N2O6S2 with charge -1 in a non-equilibrium geometry.

Its HOMO energy is -0.136 hartree. Its structure (SMILES) is O=C1C2=CC=C[C@H]([C@@H](Cl)S(=O)(=O)c3ccc([N+](=O)[O-])cc3)C2=C([O-])N1SC(F)F. The value obtained for the LUMO energy is 0.42 eV. The HOMO-LUMO gap is 4.11 eV. As for the net charge: -1.

Geometry (Å):
O  -0.80  -5.57  1.13
C  -0.95  -4.40  0.90
C  -1.21  -3.29  1.86
C  -1.06  -3.16  3.25
C  -0.97  -1.84  3.75
C  -0.81  -0.77  2.86
C  -0.28  -1.11  1.51
C  0.08  -0.19  0.33
Cl  -1.38  0.46  -0.42
S  1.06  1.34  0.86
O  2.45  0.93  0.77
O  0.51  1.84  2.11
C  0.76  2.64  -0.36
C  1.39  2.59  -1.61
C  1.03  3.49  -2.60
C  0.07  4.48  -2.32
N  -0.28  5.43  -3.33
O  -1.13  6.31  -3.07
O  0.28  5.34  -4.45
C  -0.53  4.56  -1.06
C  -0.17  3.66  -0.07
C  -1.28  -2.12  1.13
C  -1.64  -2.61  -0.28
O  -2.47  -2.23  -1.06
N  -0.83  -3.78  -0.41
S  0.89  -2.54  -0.46
C  1.55  -3.84  -1.53
F  2.70  -3.27  -2.06
F  1.92  -4.97  -0.84
H  -1.11  -4.05  3.87
H  -0.99  -1.66  4.83
H  -0.88  0.28  3.16
H  0.71  -1.59  1.73
H  0.80  -0.56  -0.45
H  2.15  1.83  -1.80
H  1.47  3.44  -3.59
H  -1.27  5.34  -0.86
H  -0.63  3.72  0.92
H  0.82  -4.12  -2.31

***

ORCA calculation (the ωB97M-V functional and the def2-TZVPD basis) on a structure of composition C16H10ClF5MoO in a non-equilibrium geometry.

As for the multiplicity: 3. Its HOMO energy (spin up / spin down) is -0.270 / -0.275 hartree. The value obtained for the LUMO energy (spin up / spin down) is -1.48 / -3.02 eV. The HOMO-LUMO gap (spin up / spin down) is 5.88 / 4.46 eV.

Geometry (Å):
C  -3.01  0.78  -1.75
C  -3.22  2.20  -1.73
C  -2.25  2.78  -0.83
H  -4.02  2.75  -2.22
C  -1.43  1.71  -0.31
C  -1.90  0.47  -0.90
H  -1.52  -0.52  -0.65
H  -3.63  0.05  -2.26
H  -2.22  3.83  -0.52
H  -0.68  1.81  0.46
Mo  -1.15  1.82  -2.50
Cl  -1.78  2.32  -4.61
C  2.31  2.03  -2.70
C  2.41  2.70  -1.45
C  1.47  3.77  -1.44
H  3.16  2.52  -0.69
C  0.79  3.79  -2.70
C  1.33  2.69  -3.49
H  1.06  2.48  -4.52
H  2.94  1.21  -3.03
H  1.37  4.53  -0.67
H  0.03  4.49  -3.02
F  0.56  -6.68  4.54
C  0.71  -5.46  3.97
C  1.83  -4.69  4.28
F  2.82  -5.23  5.03
C  1.94  -3.41  3.80
F  3.03  -2.67  4.06
C  0.87  -2.77  3.06
O  0.81  -1.55  2.82
C  -0.13  -3.71  2.57
F  -0.98  -3.26  1.62
C  -0.25  -4.98  3.08
F  -1.28  -5.80  2.71

***

ORCA calculation (the ωB97M-V functional and the def2-TZVPD basis) on a structure of composition C16H10ClF5Sn in a non-equilibrium geometry.

Its HOMO energy (spin up / spin down) is 0.061 / 0.061 hartree. The value obtained for the LUMO energy (spin up / spin down) is 5.09 / 5.09 eV. The HOMO-LUMO gap (spin up / spin down) is 3.43 / 3.43 eV. As for the net charge: -2.

Geometry (Å):
C  1.90  0.43  -1.46
C  0.95  1.48  -1.75
C  -0.18  0.89  -2.33
H  1.16  2.54  -1.60
C  0.00  -0.51  -2.42
C  1.28  -0.83  -1.89
H  1.81  -1.79  -1.95
H  2.96  0.56  -1.21
H  -1.03  1.43  -2.74
H  -0.68  -1.24  -2.88
Sn  0.61  -0.10  0.52
Cl  1.95  1.13  1.92
C  -1.41  0.14  1.83
C  -2.29  -0.44  0.81
C  -2.52  0.56  -0.16
H  -2.75  -1.43  0.87
C  -1.89  1.76  0.24
C  -1.22  1.55  1.47
H  -0.73  2.28  2.13
H  -1.19  -0.29  2.82
H  -3.17  0.44  -1.02
H  -1.98  2.72  -0.24
F  3.12  -1.69  0.20
C  2.25  -2.61  0.76
C  0.91  -2.27  0.90
C  0.12  -3.17  1.60
F  -1.19  -2.90  1.90
C  0.62  -4.36  2.18
F  -0.18  -5.18  2.91
C  1.99  -4.62  2.00
F  2.50  -5.77  2.50
C  2.83  -3.75  1.29
F  4.17  -3.99  1.15

***

ORCA calculation (the ωB97M-V functional and the def2-TZVPD basis) on a structure of composition C16H10N4O7Pd.

As for the multiplicity: 5. Its HOMO energy (spin up / spin down) is -0.601 / -0.603 hartree. The value obtained for the LUMO energy (spin up / spin down) is -8.14 / -10.49 eV. The HOMO-LUMO gap (spin up / spin down) is 8.20 / 5.93 eV. As for the net charge: +2.

Geometry (Å):
Pd  0.49  -0.08  -1.97
N  0.17  2.48  -1.08
C  1.40  2.73  -0.58
C  1.91  4.05  -0.56
C  3.07  4.33  0.12
C  3.77  3.30  0.77
C  3.36  1.95  0.66
C  4.11  0.88  1.20
C  3.71  -0.41  0.96
C  2.60  -0.63  0.14
N  1.87  0.36  -0.37
C  2.21  1.64  -0.07
H  -0.42  1.79  -0.61
H  -0.35  3.26  -1.45
H  1.34  4.84  -1.01
H  3.43  5.35  0.19
H  4.67  3.53  1.33
H  4.99  1.09  1.79
H  4.25  -1.25  1.35
H  2.31  -1.64  -0.13
O  0.67  -3.30  -0.19
C  0.02  -2.62  -0.94
O  0.47  -2.09  -2.06
C  -1.43  -2.35  -0.56
C  -2.22  -3.39  -0.15
C  -3.51  -3.14  0.29
C  -4.06  -1.84  0.41
C  -3.27  -0.80  0.05
C  -1.95  -1.00  -0.51
O  -1.32  0.01  -0.94
N  -3.77  0.57  0.25
O  -4.94  0.77  0.05
O  -2.94  1.39  0.62
N  -4.37  -4.29  0.69
O  -3.87  -5.38  0.57
O  -5.46  -4.01  1.12
H  -1.85  -4.41  -0.16
H  -5.07  -1.70  0.78

***

ORCA calculation (the ωB97M-V functional and the def2-TZVPD basis) on an isolated molecule of C16H11ClN4O6S in a non-equilibrium geometry.

Its HOMO energy is -0.291 hartree. Its structure (SMILES) is O=C(O)Cc1sc(N/N=C/c2ccc(-c3ccc(Cl)cc3[N+](=O)[O-])o2)nc1O. The value obtained for the LUMO energy is -1.20 eV. The HOMO-LUMO gap is 6.72 eV.

Geometry (Å):
O  7.45  1.52  -3.22
C  6.84  2.43  -2.64
O  6.47  3.63  -3.21
C  6.56  2.24  -1.15
C  5.14  2.56  -0.65
S  4.05  1.35  0.12
C  2.77  2.56  0.09
N  1.44  2.42  0.49
N  0.90  1.20  0.75
C  -0.47  1.02  0.83
C  -1.05  -0.35  0.88
C  -0.32  -1.49  0.94
C  -1.28  -2.57  0.87
C  -2.56  -1.95  0.82
C  -3.86  -2.70  0.80
C  -3.91  -3.91  1.49
C  -5.14  -4.59  1.67
C  -6.32  -4.04  1.16
Cl  -7.82  -4.83  1.51
C  -6.25  -2.86  0.47
C  -5.04  -2.15  0.23
N  -5.10  -1.02  -0.59
O  -4.15  -0.83  -1.36
O  -6.09  -0.30  -0.54
O  -2.41  -0.59  0.88
N  3.07  3.72  -0.39
C  4.37  3.69  -0.82
O  4.78  4.80  -1.42
H  5.98  4.12  -2.52
H  7.25  2.82  -0.55
H  6.75  1.18  -0.94
H  0.86  3.16  0.11
H  -1.17  1.84  0.70
H  0.76  -1.57  1.08
H  -1.11  -3.62  0.89
H  -3.07  -4.37  2.03
H  -5.22  -5.50  2.24
H  -7.18  -2.46  0.12
H  4.08  5.43  -1.19

***

ORCA calculation (the ωB97M-V functional and the def2-TZVPD basis) on a structure of composition C16H11FeN3O4 in a non-equilibrium geometry.

As for the multiplicity: 6. Its HOMO energy (spin up / spin down) is -0.709 / -0.721 hartree. The value obtained for the LUMO energy (spin up / spin down) is -13.32 / -13.93 eV. The HOMO-LUMO gap (spin up / spin down) is 5.98 / 5.70 eV. As for the net charge: +3.

Geometry (Å):
Fe  0.26  0.57  -0.52
O  2.57  -0.60  -1.80
C  1.62  -0.39  -1.16
C  -1.10  1.44  0.68
O  -1.22  2.81  0.50
C  -1.70  0.58  -0.27
O  -2.77  0.44  -0.80
C  0.02  0.96  1.43
O  0.49  1.05  2.52
C  0.46  2.08  -1.39
H  1.53  2.33  -1.42
H  0.06  1.91  -2.41
C  -0.34  3.17  -0.69
H  -1.04  3.61  -1.42
H  0.33  3.94  -0.28
N  2.12  -9.89  3.21
C  1.71  -8.82  2.97
C  1.22  -7.50  2.65
C  2.12  -6.45  2.42
C  1.65  -5.18  2.06
C  0.27  -4.96  1.95
C  -0.64  -6.00  2.24
C  -0.16  -7.27  2.57
N  -0.21  -3.70  1.52
C  -1.55  -3.31  1.48
C  -1.57  -2.05  0.94
N  -0.28  -1.67  0.64
C  0.53  -2.63  1.01
H  3.19  -6.63  2.51
H  2.34  -4.37  1.87
H  -1.72  -5.83  2.18
H  -0.86  -8.08  2.78
H  -2.36  -3.94  1.80
H  -2.42  -1.42  0.77
H  1.61  -2.67  0.96

***

ORCA calculation (the ωB97M-V functional and the def2-TZVPD basis) on a cluster of 2 separate species, C16H11N4O6 in total in a non-equilibrium geometry.

Its HOMO energy is -0.147 hartree. The value obtained for the LUMO energy is 0.33 eV. The HOMO-LUMO gap is 4.34 eV. As for the net charge: -1.

Geometry (Å):
C  0.69  -0.17  -1.93
C  1.84  0.09  -2.67
N  2.79  0.34  -3.33
C  0.43  -1.48  -1.48
C  -0.90  -1.93  -1.18
C  -1.13  -3.20  -0.70
C  -0.04  -4.06  -0.45
N  -0.25  -5.28  0.25
O  0.74  -5.99  0.54
O  -1.42  -5.59  0.57
C  1.28  -3.68  -0.79
C  1.51  -2.42  -1.31
H  -0.13  0.54  -1.97
H  -1.74  -1.25  -1.35
H  -2.13  -3.57  -0.48
H  2.08  -4.39  -0.63
H  2.53  -2.12  -1.56
O  -4.28  2.48  2.96
N  -3.22  1.93  3.34
O  -3.12  1.32  4.43
C  -2.08  2.00  2.49
C  -0.88  1.34  2.86
C  0.16  1.29  1.96
C  0.08  1.93  0.68
C  1.19  1.87  -0.24
C  1.41  2.81  -1.21
N  2.71  3.03  -1.66
O  2.98  3.83  -2.58
O  3.60  2.37  -1.05
C  -1.10  2.66  0.38
C  -2.17  2.69  1.26
H  -0.83  0.87  3.83
H  1.08  0.75  2.22
H  1.96  1.14  0.01
H  0.63  3.42  -1.64
H  -1.18  3.18  -0.58
H  -3.09  3.21  1.03

***

ORCA calculation (the ωB97M-V functional and the def2-TZVPD basis) on a structure of composition C16H12AsBrMnN2S5Te in a non-equilibrium geometry.

As for the multiplicity: 2. Its HOMO energy (spin up / spin down) is -0.051 / -0.051 hartree. The value obtained for the LUMO energy (spin up / spin down) is 3.78 / 3.78 eV. The HOMO-LUMO gap (spin up / spin down) is 5.18 / 5.17 eV. As for the net charge: -2.

Geometry (Å):
Mn  0.27  -0.22  -2.03
S  -0.30  -1.29  -6.17
As  -0.51  -2.21  -4.27
S  -1.63  -0.89  -2.87
S  1.33  -1.87  -3.06
S  -1.12  -4.24  -4.24
Br  -1.60  -5.52  2.98
C  -1.09  -4.00  1.95
C  -1.48  -2.74  2.36
C  -1.10  -1.63  1.61
C  -0.32  -1.78  0.46
C  0.04  -3.07  0.05
C  -0.34  -4.17  0.79
N  0.11  -0.66  -0.23
C  -0.56  0.51  -0.33
C  0.63  1.55  -2.72
C  0.35  2.90  -2.95
C  1.36  3.83  -2.81
C  2.62  3.42  -2.39
C  2.81  2.08  -2.13
N  1.84  1.18  -2.31
H  -2.07  -2.61  3.26
H  -1.39  -0.64  1.94
H  0.59  -3.18  -0.87
H  -0.08  -5.16  0.46
H  -1.64  0.53  -0.17
H  -0.65  3.20  -3.25
H  1.16  4.88  -3.00
H  3.43  4.13  -2.24
H  3.76  1.71  -1.76
Te  0.27  2.29  0.56
C  -0.11  1.85  2.57
C  -1.11  2.35  3.37
C  -1.04  1.88  4.72
C  0.02  1.05  4.92
S  0.91  0.83  3.48
H  -1.88  3.01  2.99
H  -1.75  2.16  5.49
H  0.29  0.54  5.83